# 1
The following is a quantum chemistry calculation of a gas-phase ion, C4H6N3O (charge +1), from OMol25.

ORCA input file:
```
! RIJCOSX wB97M-V def2-TZVPD def2/J DEFGRID3
* xyz 1 1
C 2.224 -0.833 0.534
C 2.737 0.217 -0.132
C 0.057 1.073 0.187
C 0.283 -1.439 -0.530
N 1.210 -1.599 0.489
N -0.396 0.006 -0.303
N -0.629 2.145 0.341
O 3.126 1.178 -0.606
H 2.743 -0.940 1.411
H 0.663 -1.518 -1.522
H -0.596 -2.073 -0.160
H -1.374 0.083 -0.746
H -0.413 2.831 0.992
H -1.554 2.338 -0.199
*
```

- HOMO (alpha / beta) (eV) = -12.8 / -13.8
- ΔE to the lowest compared entry with this formula, charge and spin (kJ/mol) = 403.3

Mulliken population analysis, charges in e, atoms 1 to 5: atom 1 (C): -0.147, atom 2 (C): 0.608, atom 3 (C): 0.101, atom 4 (C): -0.317, atom 5 (N): -0.333

=====

# 2
The following is a quantum chemistry calculation of 14 unconnected molecules or ions with the total composition C54H106F36N14P6, from OMol25.

ORCA input file:
```
! RIJCOSX wB97M-V def2-TZVPD def2/J DEFGRID3
* xyz 2 1
C 7.289 -2.670 -6.444
C 6.222 -1.843 -5.727
C 5.442 -2.613 -4.724
N 4.290 -1.880 -4.066
C 3.805 -2.673 -2.820
C 2.587 -2.065 -2.075
C 1.457 -1.871 -3.106
C 1.851 -1.030 -4.397
C 3.091 -1.647 -4.980
C 4.860 -0.569 -3.609
H 7.360 -2.262 -7.452
H 7.009 -3.716 -6.567
H 8.216 -2.605 -5.875
H 5.647 -1.296 -6.475
H 6.893 -1.094 -5.307
H 5.987 -2.864 -3.814
H 5.093 -3.568 -5.117
H 3.484 -3.641 -3.205
H 4.551 -2.740 -2.028
H 2.180 -2.816 -1.397
H 2.732 -1.093 -1.603
H 1.134 -2.833 -3.506
H 0.626 -1.373 -2.607
H 1.049 -1.078 -5.133
H 1.958 0.014 -4.103
H 2.900 -2.560 -5.544
H 3.495 -1.091 -5.826
H 5.252 0.087 -4.387
H 5.653 -0.720 -2.877
H 4.024 -0.101 -3.089
C -5.855 1.369 5.570
C -4.727 2.178 4.924
C -3.484 2.139 5.882
N -2.140 2.545 5.210
C -2.341 3.991 4.588
C -1.056 4.510 3.913
C 0.045 4.646 5.061
C 0.263 3.253 5.787
C -0.988 2.659 6.281
C -1.725 1.543 4.070
H -6.204 1.896 6.458
H -5.513 0.405 5.947
H -6.652 1.063 4.892
H -5.102 3.187 4.750
H -4.622 1.770 3.918
H -3.371 1.178 6.383
H -3.555 2.724 6.799
H -2.584 4.705 5.375
H -3.266 4.061 4.016
H -1.377 5.425 3.416
H -0.600 4.105 3.009
H -0.158 5.387 5.834
H 1.001 4.950 4.636
H 1.010 3.303 6.580
H 0.616 2.490 5.094
H -1.488 3.315 6.994
H -0.738 1.685 6.702
H -0.688 1.721 3.787
H -2.326 1.659 3.167
H -2.024 0.596 4.519
C 0.230 5.672 -0.087
C 0.488 6.890 0.887
N 1.938 7.162 0.934
C 2.781 7.303 -0.098
C 4.020 7.682 0.419
N 3.850 8.010 1.796
C 2.509 7.740 2.070
C 4.834 8.626 2.638
H 0.832 5.944 -0.954
H -0.810 5.755 -0.403
H 0.448 4.678 0.302
H 0.065 6.660 1.865
H 0.123 7.830 0.472
H 2.491 6.991 -1.090
H 4.975 7.922 -0.023
H 1.921 7.763 2.976
H 4.472 8.722 3.661
H 5.190 9.576 2.241
H 5.635 7.890 2.711
C -3.707 -6.476 4.849
C -2.775 -6.273 3.673
N -1.735 -5.407 4.003
C -1.901 -4.070 4.346
C -0.619 -3.645 4.414
N 0.303 -4.634 4.268
C -0.445 -5.729 3.876
C 1.726 -4.556 4.332
H -4.589 -7.055 4.575
H -4.117 -5.593 5.340
H -3.185 -7.106 5.570
H -3.223 -5.891 2.756
H -2.229 -7.194 3.471
H -2.889 -3.640 4.422
H -0.367 -2.616 4.621
H -0.144 -6.670 3.441
H 2.212 -5.394 3.831
H 1.979 -4.533 5.391
H 2.019 -3.641 3.816
C -6.821 -6.750 0.446
C -5.832 -5.665 0.013
N -6.133 -5.177 -1.350
C -5.999 -5.696 -2.673
C -6.515 -4.854 -3.635
N -6.793 -3.656 -2.932
C -6.612 -3.916 -1.600
C -7.533 -2.555 -3.458
H -7.839 -6.402 0.618
H -6.532 -7.311 1.334
H -7.069 -7.337 -0.438
H -4.847 -6.133 0.010
H -5.908 -4.842 0.724
H -5.503 -6.630 -2.894
H -6.635 -4.945 -4.705
H -7.049 -3.327 -0.807
H -6.947 -1.694 -3.139
H -8.611 -2.559 -3.296
H -7.429 -2.745 -4.526
C 3.625 4.323 2.417
C 3.875 2.885 2.789
N 5.048 2.252 2.187
C 5.740 1.111 2.589
C 6.769 0.836 1.672
N 6.793 1.806 0.700
C 5.807 2.675 1.115
C 7.738 1.828 -0.438
H 2.906 4.764 3.107
H 3.251 4.407 1.396
H 4.488 4.983 2.323
H 3.114 2.152 2.520
H 4.096 2.770 3.850
H 5.488 0.393 3.355
H 7.504 0.047 1.603
H 5.356 3.440 0.500
H 7.301 1.302 -1.287
H 8.617 1.208 -0.259
H 8.010 2.863 -0.644
C -0.151 1.523 0.684
C -0.496 0.603 -0.450
N -0.645 -0.760 -0.047
C 0.265 -1.546 0.632
C -0.215 -2.817 0.607
N -1.432 -2.821 0.048
C -1.759 -1.516 -0.325
C -2.216 -3.959 -0.227
H -0.697 1.203 1.572
H -0.453 2.531 0.399
H 0.909 1.596 0.928
H 0.254 0.643 -1.240
H -1.382 0.901 -1.011
H 1.200 -1.034 0.806
H 0.244 -3.790 0.705
H -2.677 -1.180 -0.784
H -3.172 -3.573 -0.580
H -2.483 -4.476 0.694
H -1.800 -4.647 -0.963
C 3.098 3.999 -6.806
C 1.670 3.849 -7.255
N 0.968 3.533 -6.018
C 0.232 2.362 -5.848
C -0.404 2.345 -4.599
N -0.162 3.606 -4.064
C 0.782 4.286 -4.848
C -0.729 4.099 -2.821
H 3.455 3.217 -6.136
H 3.320 4.927 -6.280
H 3.763 4.149 -7.657
H 1.389 3.015 -7.898
H 1.235 4.716 -7.753
H 0.119 1.698 -6.692
H -1.229 1.744 -4.247
H 1.090 5.306 -4.671
H -0.702 5.188 -2.856
H -0.291 3.665 -1.922
H -1.760 3.750 -2.752
P -5.288 -2.307 2.547
F -3.693 -2.352 2.361
F -5.255 -0.705 2.512
F -5.366 -2.333 0.938
F -6.967 -2.226 2.516
F -5.270 -3.914 2.718
F -5.226 -2.289 4.159
P -3.727 4.529 0.985
F -3.360 5.976 0.274
F -2.178 4.111 1.094
F -3.634 5.524 2.288
F -4.180 3.251 1.950
F -5.297 4.945 0.820
F -3.911 3.815 -0.495
P 3.315 2.968 -2.056
F 2.919 2.909 -0.455
F 4.463 1.889 -1.760
F 2.231 1.677 -2.510
F 3.858 2.985 -3.592
F 2.117 4.117 -2.175
F 4.261 4.138 -1.624
P 3.036 -5.761 -0.194
F 4.063 -5.313 -1.391
F 2.999 -7.313 -0.772
F 4.350 -6.088 0.662
F 2.067 -6.167 1.061
F 2.918 -4.269 0.413
F 1.705 -5.498 -1.016
P -2.894 -0.907 -4.295
F -2.956 -1.991 -3.066
F -4.576 -0.938 -4.436
F -2.914 0.327 -3.179
F -3.007 0.250 -5.507
F -1.257 -0.795 -4.219
F -2.798 -2.122 -5.356
P -2.453 -8.252 -0.482
F -3.732 -8.148 -1.476
F -1.576 -8.680 -1.789
F -2.102 -6.735 -1.013
F -1.181 -8.235 0.454
F -3.330 -7.485 0.726
F -3.025 -9.713 -0.150
*
```

- HOMO (eV) = -12.4

Mulliken population analysis, charges in e, atoms 1 to 5: atom 1 (C): -1.347, atom 2 (C): -0.178, atom 3 (C): -0.709, atom 4 (N): 0.721, atom 5 (C): -1.255

=====

no.,E (eV),maximum force (eV/A)
1,-10751.08209,4.698
2,-232158.97233,5.649